ORCA calculation (ωB97M-V/def2-TZVPD) on a 8-piece molecular cluster, C20H33N9O2P overall at a distorted geometry.

Each atom is followed by the atoms it is bonded to, with distances in Å.
CARTESIAN COORDINATES (ANGSTROEM)
1 O 0.814 -1.200 -1.068  P2 1.642, H9 0.967
2 P 0.800 -0.606 0.463  O1 1.642, O3 1.604, C4 1.855
3 O 0.795 0.984 0.255  P2 1.604, H10 0.983
4 C 2.529 -1.017 0.993  P2 1.855, C5 1.542, C8 1.531, H11 1.088
5 C 2.760 -1.544 2.424  C4 1.542, C6 1.506, H12 1.080, H13 1.080
6 C 4.263 -1.605 2.349  C5 1.506, N7 1.272, H14 1.076
7 N 4.718 -0.726 1.550  C6 1.272, C8 1.491, H15 1.022
8 C 3.580 0.096 1.050  C4 1.531, N7 1.491, H16 1.085, H17 1.075
9 H 1.738 -1.355 -1.309  O1 0.967
10 H -0.061 1.305 0.615  O3 0.983
11 H 2.989 -1.776 0.364  C4 1.088
12 H 2.421 -0.882 3.208  C5 1.080
13 H 2.479 -2.576 2.578  C5 1.080
14 H 4.895 -2.312 2.858  C6 1.076
15 H 5.692 -0.574 1.279  N7 1.022
16 H 3.368 0.715 1.915  C8 1.085
17 H 3.782 0.695 0.180  C8 1.075
18 C -3.679 -0.198 1.339  C19 1.455, H21 1.090, H22 1.095, H23 1.090
19 C -2.565 0.593 1.838  C18 1.455, N20 1.170
20 N -1.658 1.192 2.271  C19 1.170, N56 1.734
21 H -3.352 -1.224 1.167  C18 1.090
22 H -4.539 -0.233 2.015  C18 1.095
23 H -4.033 0.198 0.388  C18 1.090
24 C 0.461 -3.663 -3.439  C25 1.453, H27 1.089, H28 1.088, H29 1.088
25 C -0.345 -4.869 -3.522  C24 1.453, N26 1.146
26 N -0.982 -5.820 -3.585  C25 1.146
27 H 1.496 -3.872 -3.706  C24 1.089
28 H 0.089 -2.898 -4.118  C24 1.088
29 H 0.444 -3.255 -2.431  C24 1.088
30 C -5.701 1.862 -1.844  C31 1.457, H33 1.088, H34 1.087, H35 1.084
31 C -6.447 0.877 -1.072  C30 1.457, N32 1.147
32 N -7.019 0.100 -0.451  C31 1.147
33 H -4.637 1.795 -1.624  C30 1.088
34 H -5.830 1.707 -2.912  C30 1.087
35 H -6.030 2.869 -1.612  C30 1.084
36 C -3.037 5.500 -1.240  C37 1.454, H39 1.089, H40 1.088, H41 1.088
37 C -3.841 4.774 -2.209  C36 1.454, N38 1.148
38 N -4.475 4.202 -2.976  C37 1.148
39 H -2.473 6.293 -1.729  C36 1.089
40 H -3.669 5.950 -0.478  C36 1.088
41 H -2.331 4.832 -0.750  C36 1.088
42 C 7.358 1.275 4.316  C43 1.453, H45 1.089, H46 1.088, H47 1.088
43 C 7.144 1.141 2.886  C42 1.453, N44 1.148
44 N 6.983 1.029 1.755  C43 1.148
45 H 6.480 0.946 4.870  C42 1.089
46 H 8.209 0.676 4.633  C42 1.088
47 H 7.555 2.313 4.575  C42 1.088
48 C -2.794 6.362 -5.841  C49 1.452, H51 1.088, H52 1.089, H53 1.088
49 C -1.695 7.151 -5.311  C48 1.452, N50 1.147
50 N -0.824 7.760 -4.880  C49 1.147
51 H -2.492 5.328 -5.996  C48 1.088
52 H -3.638 6.359 -5.154  C48 1.089
53 H -3.141 6.750 -6.796  C48 1.088
54 C 0.612 0.644 5.758  C55 1.456, H57 1.099, H58 1.090, H59 1.089
55 C -0.225 1.193 4.701  C54 1.456, N56 1.164
56 N -0.738 1.513 3.706  N20 1.734, C55 1.164
57 H 1.004 -0.356 5.525  C54 1.099
58 H 1.462 1.303 5.936  C54 1.090
59 H 0.048 0.571 6.686  C54 1.089
60 C -0.516 -8.982 -1.706  C61 1.453, H63 1.088, H64 1.089, H65 1.089
61 C -1.327 -10.185 -1.786  C60 1.453, N62 1.146
62 N -1.968 -11.134 -1.847  C61 1.146
63 H 0.517 -9.195 -1.974  C60 1.088
64 H -0.894 -8.217 -2.384  C60 1.089
65 H -0.528 -8.577 -0.696  C60 1.089

Computed properties:
- E_tot (Eh) = -1766.07886
- total charge = +1